Entry 1:
120
Properties=species:S:1:pos:R:3:forces:R:3:mulliken_charge:R:1 method="wB97M-V/def2-TZVPD" e_lumo_ev=0.543 e_homo_ev=-9.74 mol_weight_g_mol=640.8
C 0.13614 -5.35540 -0.85559 0.4 0.8 -0.5 -0.58
O -0.72590 -4.20231 -1.16776 0.2 -0.4 1.9 -0.50
H -0.38505 -6.34332 -1.02552 0.7 1.2 -0.1 0.24
H 1.06614 -5.16775 -1.45349 -0.9 -0.9 0.1 0.24
H 0.49009 -5.27135 0.17615 -0.3 -0.2 0.0 0.25
H -0.93145 -3.80421 -0.27403 0.0 -0.5 -1.4 0.27
C -4.41531 2.55274 -2.73931 -0.4 2.3 0.2 -0.72
O -3.99506 1.28065 -2.49851 2.8 -2.1 -0.7 -0.51
H -5.47376 2.62428 -2.44145 0.2 0.1 -0.5 0.30
H -3.89468 3.32931 -2.12944 -0.1 -0.5 -0.1 0.20
H -4.23256 2.86680 -3.77827 -0.5 -0.1 0.0 0.31
H -3.05999 1.16565 -2.93829 -1.8 0.2 1.1 0.35
C -5.85311 0.23232 -0.14093 0.6 -1.8 1.3 -0.82
O -4.45865 0.20392 0.04903 1.4 -0.1 0.4 -0.43
H -6.25074 0.17656 0.87797 -0.3 0.2 -0.2 0.29
H -6.10392 1.15609 -0.57579 -0.9 0.9 -0.9 0.31
H -6.17242 -0.70179 -0.64926 -0.1 0.9 -0.2 0.24
H -3.99565 0.50858 -0.74760 -0.5 0.1 -0.3 0.35
C -0.59475 3.61085 -1.03269 -0.4 1.2 -0.6 -0.34
O -0.33660 2.78055 0.04667 0.8 -1.0 0.7 -0.14
H -0.33369 3.18373 -1.98019 0.1 -0.5 -0.4 -0.01
H -1.65089 3.88243 -1.07398 0.0 -0.1 0.2 0.18
H -0.01968 4.52860 -0.96269 0.1 0.4 0.1 0.23
H 0.33057 2.12101 -0.22224 -0.6 0.0 0.2 -0.01
C -4.38909 -2.16578 3.98346 -1.9 0.8 0.4 -0.55
O -3.87116 -0.97518 4.58136 -0.2 -1.1 1.0 -0.49
H -3.62038 -2.88465 3.74651 0.1 -0.3 -0.1 0.23
H -5.17433 -2.57589 4.65928 0.9 0.0 -0.2 0.29
H -4.98975 -1.85696 3.09430 0.7 -0.5 0.2 0.13
H -3.62770 -0.45650 3.82638 0.5 1.0 -0.8 0.49
C 2.85394 1.26390 1.07947 -0.4 0.5 -2.0 0.85
O 3.58472 1.20793 -0.19531 -0.1 -0.1 0.0 -0.72
H 3.57832 1.25511 1.89657 -0.3 -0.1 -0.1 0.37
H 2.30441 2.20899 0.99845 0.2 -0.1 0.8 -0.59
H 2.10450 0.45101 1.07751 0.6 0.2 0.4 -0.27
H 3.30492 1.93469 -0.79537 0.2 -0.3 0.9 0.19
C -0.83290 -0.88992 -0.79116 -0.1 0.9 1.0 0.94
O -0.14002 -0.10221 0.21346 0.0 -0.5 0.8 0.20
H -1.91286 -0.77412 -0.54293 0.5 -0.7 -0.6 0.01
H -0.62341 -0.47325 -1.78376 0.0 0.3 0.4 -0.60
H -0.43284 -1.90085 -0.78600 -0.5 -0.1 0.1 -0.14
H -0.37938 -0.42807 1.12866 0.2 0.3 -1.7 -0.23
C 1.28239 0.34275 5.12872 -2.1 0.5 -0.1 -0.15
O 1.22603 0.35177 6.52177 -0.7 -0.7 1.4 -0.62
H 0.52902 1.03733 4.68732 0.3 -0.2 0.2 0.00
H 2.23581 0.71969 4.90922 1.4 0.3 -0.7 0.33
H 1.07826 -0.60912 4.64650 0.3 -0.5 0.1 0.11
H 0.39206 -0.03518 6.88770 0.7 0.5 -0.9 0.31
C -1.41083 -2.40492 -3.92302 0.9 -1.6 0.9 -0.35
O -0.02230 -2.78691 -3.66832 -0.2 -0.4 1.0 -0.24
H -1.45212 -2.26607 -4.98832 -0.2 0.5 -0.4 0.30
H -2.08877 -3.25984 -3.66284 0.5 0.9 0.0 0.29
H -1.55567 -1.51950 -3.31916 -0.8 0.3 -0.3 -0.08
H 0.05665 -3.08329 -2.71139 -0.4 0.2 -1.4 0.15
C 2.67034 -3.53280 -6.51499 0.0 -0.6 -1.2 -0.36
O 1.45108 -4.15458 -6.13467 -0.3 0.3 0.3 -0.58
H 3.28611 -3.29654 -5.64075 0.0 0.3 -0.4 0.13
H 3.21982 -4.27386 -7.15353 -0.4 0.5 0.7 0.26
H 2.49466 -2.67279 -7.20613 0.2 -0.2 0.8 0.21
H 0.95320 -3.60236 -5.49739 0.5 -0.3 -0.3 0.33
C -2.58217 0.87659 7.14061 -0.9 1.0 -1.4 -0.57
O -1.76468 -0.13640 6.59336 -1.1 -1.5 -1.6 -0.44
H -3.22449 1.35251 6.32294 0.6 -0.7 1.0 0.19
H -3.28363 0.53708 7.94032 0.8 0.2 -0.3 0.24
H -1.87522 1.67135 7.40000 -0.4 -0.1 0.7 0.30
H -2.30514 -0.62001 5.87409 0.9 0.9 1.6 0.32
C 1.72972 4.68505 3.05474 -1.3 -2.2 -1.9 -0.75
O 1.45186 4.46730 1.62344 -0.1 0.2 0.7 -0.43
H 0.85839 4.95436 3.59446 -1.2 0.2 0.3 0.32
H 2.07153 3.74070 3.46371 0.6 0.1 0.3 0.25
H 2.37922 5.49167 3.14526 1.5 1.1 0.0 0.32
H 0.79516 3.75146 1.45486 0.3 0.6 0.4 0.18
C -0.92779 -2.25403 2.86261 -0.8 1.8 0.7 -0.14
O -1.86454 -2.75252 1.87479 1.5 -0.5 0.0 -0.51
H 0.12892 -2.26254 2.56654 -0.6 -0.1 -0.7 0.03
H -1.18566 -1.19463 3.23661 0.2 -1.5 -0.8 0.01
H -0.96333 -2.86975 3.74719 -0.3 -0.4 0.4 0.40
H -2.62230 -2.19803 1.71374 -0.1 0.7 0.3 0.23
C 3.03084 -3.16108 2.56451 0.0 -1.3 0.7 -0.81
O 1.92523 -2.83095 1.77395 -0.1 1.7 -1.5 -0.32
H 3.60386 -2.29579 2.82788 0.7 0.6 -0.1 0.29
H 2.70459 -3.57281 3.56632 0.1 0.1 -1.2 0.26
H 3.63216 -3.91090 2.00488 0.1 0.4 0.7 0.23
H 2.23130 -2.14335 1.08965 -0.3 -1.5 1.2 0.28
C 4.96604 -1.81253 -0.34394 -0.2 -0.8 -0.4 -0.81
O 3.59108 -1.45449 -0.19698 0.8 2.2 -0.9 -0.22
H 5.27824 -1.83892 -1.38520 -0.2 -0.1 -0.4 0.28
H 5.72012 -1.18569 0.11138 -0.3 0.6 0.7 0.31
H 5.08051 -2.81501 0.04807 0.1 -0.2 0.1 0.27
H 3.55479 -0.48705 -0.56632 -0.3 -1.7 1.2 0.25
C 4.29273 4.84908 -0.31473 -0.9 -0.1 -0.5 -0.76
O 3.13028 4.08061 -0.66991 2.6 -0.9 -2.1 -0.30
H 4.30178 4.95678 0.76739 0.6 -0.1 0.0 0.29
H 5.16877 4.40606 -0.79160 -0.1 -0.4 0.6 0.27
H 4.23761 5.82956 -0.77200 -0.2 0.5 0.0 0.26
H 2.42887 4.33192 -0.13607 -2.1 0.9 2.0 0.22
C 2.83178 -1.73093 -3.35187 0.8 2.1 0.3 -0.44
O 1.85154 -0.75022 -3.81556 -0.1 -1.6 0.0 -0.59
H 3.83239 -1.34013 -3.61618 -0.5 -0.4 -0.4 0.35
H 2.89663 -1.78047 -2.27645 -0.6 0.0 0.5 -0.04
H 2.66258 -2.71428 -3.71410 -0.2 -0.7 -0.7 0.19
H 1.02194 -1.28740 -3.91287 0.6 0.4 0.2 0.26
C -2.28451 1.56058 2.94415 0.0 -0.5 0.4 0.28
O -2.90365 0.32967 2.50305 0.6 1.0 -0.5 -0.23
H -1.74988 1.25415 3.86018 -0.2 0.7 -0.2 -0.15
H -1.57310 1.95132 2.19218 -0.3 -0.3 0.3 -0.21
H -3.08658 2.30653 3.11647 0.6 -0.2 0.2 0.26
H -3.23114 0.58094 1.63562 -0.8 -0.7 -0.6 0.11
C 2.14057 2.52700 -3.50368 -0.5 0.5 1.6 -0.70
O 1.11727 1.68072 -3.01104 -0.4 -1.1 -0.3 -0.02
H 2.35147 3.19009 -2.63361 0.8 -0.3 -0.9 0.06
H 2.93477 1.91235 -3.88861 0.8 0.1 0.2 0.42
H 1.78250 3.13931 -4.30252 -0.3 0.5 -0.7 0.23
H 1.38408 0.75302 -3.25955 -0.4 0.5 0.3 0.36
C -1.63693 1.07315 -5.06305 0.0 -0.4 0.5 -0.92
O -1.46760 1.10025 -3.63087 -0.8 -0.5 -0.7 0.09
H -0.65786 0.98562 -5.54949 -0.2 -0.1 0.0 0.29
H -2.28247 0.20133 -5.30846 0.5 0.7 0.1 0.27
H -2.10099 2.00994 -5.35835 -0.2 0.0 -0.4 0.30
H -0.74932 1.71184 -3.45626 0.7 0.1 0.4 0.00

***

Entry 2:
138
Properties=species:S:1:pos:R:3:forces:R:3:mulliken_charge:R:1 method="wB97M-V/def2-TZVPD" total_charge=-1 e_lumo_ev=1.605 e_homo_ev=-1.75 mol_weight_g_mol=819.0
C 6.87278 -1.27948 -1.64091 1.3 0.4 -0.6 -0.82
Si 5.02128 -1.72638 -1.82391 -1.2 -0.6 -0.1 -0.05
C 4.78877 -3.38795 -2.81624 -0.1 -0.4 1.2 -0.49
C 3.96049 -0.40931 -2.72569 0.0 0.5 -1.2 0.22
C 4.64378 1.03758 -2.87643 -0.8 0.1 0.2 -0.70
C 4.84137 1.83940 -1.50058 0.7 1.3 -0.8 0.02
C 3.78852 3.06916 -1.31333 0.9 -0.2 1.8 -0.91
C 2.51769 2.63602 -0.43908 -0.2 0.2 -1.3 0.40
C 1.29177 3.66727 -0.45399 -0.1 -0.9 1.7 -0.39
C 0.02699 2.85672 0.19927 0.4 -0.1 -0.2 -0.25
C -1.05512 2.36608 -0.88786 -0.3 -1.2 1.0 0.34
C -0.95968 0.76779 -1.22135 -1.0 1.0 -0.8 -0.54
C -2.42982 0.10371 -1.20373 0.3 0.1 -0.4 0.13
C -2.39786 -1.50943 -0.98815 -0.2 0.0 -1.4 -0.39
C -0.96819 -2.15857 -1.29644 1.3 -0.8 3.9 0.10
N -0.31424 -2.13766 -2.63387 -0.8 -0.4 0.9 -0.27
O -0.38167 -2.74001 -0.33287 -1.9 1.7 -3.8 -0.52
C 4.14248 -2.06287 -0.12162 -1.4 -1.3 3.7 0.78
C 3.27832 -1.02743 0.63334 0.2 -2.6 1.3 0.31
C 2.53715 -1.30165 1.97014 2.2 -2.7 -2.1 -0.36
C 2.65581 -2.71753 2.58664 1.7 1.7 -3.4 -0.90
C 3.54765 -3.76684 1.85606 -0.4 2.3 -0.9 -0.59
C 4.28966 -3.47970 0.51826 -2.6 2.8 2.4 -0.26
H 7.46399 -2.06730 -1.04844 -0.9 1.2 -0.6 0.30
H 7.05697 -0.21120 -1.24387 -0.3 -1.8 -0.4 0.26
H 7.34547 -1.28209 -2.70035 -0.8 0.0 1.5 0.15
H 3.64806 -3.51819 -2.90521 1.8 0.2 -0.3 0.10
H 5.13499 -4.25135 -2.12836 -0.4 1.4 -1.5 -0.10
H 5.33068 -3.38652 -3.81762 -0.9 -0.1 1.3 0.28
H 2.90492 -0.38738 -2.26674 1.6 0.2 -0.5 0.05
H 3.80953 -0.80740 -3.80318 0.2 0.5 1.7 0.08
H 3.94896 1.66677 -3.54009 1.0 -0.8 0.9 0.46
H 5.65135 0.97854 -3.42181 -1.5 -0.1 0.9 0.09
H 5.87483 2.35788 -1.57429 -1.5 -0.9 0.2 0.25
H 4.89849 1.17174 -0.57184 -0.3 0.9 -1.3 0.11
H 4.36760 3.85014 -0.68032 -0.9 -1.0 -1.0 0.28
H 3.54439 3.58952 -2.29824 0.1 -1.0 1.1 0.24
H 2.83021 2.46666 0.65009 -0.4 0.1 -1.6 0.20
H 2.12180 1.65179 -0.89616 0.5 1.4 0.9 -0.37
H 1.49551 4.53265 0.28755 0.0 -1.0 -1.5 0.28
H 1.07338 4.05477 -1.50357 0.2 -0.5 1.4 0.07
H 0.46235 1.91253 0.70595 -0.8 1.4 -0.8 -0.03
H -0.43937 3.47342 1.04567 0.5 -0.6 -1.3 0.26
H -0.92506 3.00901 -1.82443 -0.4 -0.6 1.1 0.34
H -2.09532 2.49962 -0.39436 1.7 0.2 -1.1 -0.44
H -0.62073 0.74040 -2.32401 -0.4 -0.1 1.1 -0.29
H -3.11158 0.54383 -0.37884 1.3 -0.6 -1.2 -0.36
H -2.98970 0.28929 -2.20204 0.5 -0.3 1.4 0.18
H -2.76649 -1.83169 0.04419 0.9 0.4 -1.3 0.21
H -3.13202 -1.96154 -1.76267 0.9 0.5 1.1 0.18
H -0.01683 -1.18440 -2.88194 -0.6 -0.4 0.3 0.25
H -0.95799 -2.54770 -3.32346 0.2 0.8 0.3 0.28
H 3.17376 0.00851 0.18036 0.0 -1.6 0.7 -0.22
H 1.92283 -0.44367 2.41978 1.0 -1.7 -0.7 0.32
H 2.08206 -2.91961 3.54574 1.0 0.0 -1.4 0.28
H 3.61012 -4.80979 2.33121 -0.1 1.7 -0.9 0.56
H 4.89900 -4.30154 0.02601 -0.9 1.3 0.7 0.10
O 3.27858 -2.34253 -5.52614 -0.2 0.1 -0.2 -0.53
H 3.39638 -2.95305 -6.26691 0.0 0.1 0.1 0.30
H 2.33007 -2.36688 -5.35265 0.2 0.0 0.0 0.23
O -5.64646 0.13874 -0.69640 -0.5 0.1 0.0 -0.58
H -5.41554 0.47317 0.17815 0.1 -0.1 -0.2 0.23
H -5.32276 -0.77115 -0.69018 0.0 0.1 0.1 0.32
O -6.34089 -2.12703 1.05449 0.1 -0.5 0.2 -0.62
H -6.91221 -1.59427 1.62270 -0.1 0.0 -0.2 0.30
H -6.93806 -2.78307 0.67231 0.1 0.1 0.0 0.34
O 3.44105 -7.15849 1.65560 -0.2 -0.2 -0.2 -0.66
H 3.13978 -6.85526 0.78959 0.1 0.1 0.1 0.29
H 2.64241 -7.51126 2.07078 0.1 0.1 0.0 0.34
O -3.45958 3.58889 1.06698 -0.4 0.0 0.3 -0.42
H -3.51270 3.71943 2.02175 0.1 0.1 -0.1 0.15
H -3.80208 4.41566 0.69878 0.0 -0.1 -0.2 0.26
O -4.07926 5.48991 3.18631 -0.4 0.3 0.3 -0.66
H -4.13345 5.62098 4.14539 -0.1 0.0 0.2 0.33
H -4.42072 6.31506 2.81890 0.2 -0.1 -0.2 0.26
O -6.66227 3.71324 1.67487 -0.1 0.0 0.1 -0.58
H -6.28842 3.00923 1.13005 0.1 0.2 0.0 0.32
H -5.91209 4.02592 2.19878 0.0 0.0 -0.2 0.30
O -3.74333 5.78774 6.18109 -0.1 0.3 0.3 -0.58
H -2.92655 6.18425 6.50815 0.0 -0.2 -0.2 0.28
H -4.19433 5.48746 6.97898 0.0 -0.1 -0.2 0.28
O 7.89451 1.56865 -3.12517 0.4 0.1 -0.1 -0.56
H 8.25336 0.85318 -3.66442 -0.1 0.1 0.1 0.28
H 8.64922 1.87006 -2.60444 -0.1 0.0 0.0 0.28
O -4.65481 5.92511 -0.81841 -0.2 0.0 -0.2 -0.57
H -5.57248 6.11534 -1.04819 0.1 -0.1 0.2 0.27
H -4.18673 5.97083 -1.66378 0.2 0.0 0.2 0.31
O 5.42268 -1.20891 3.62764 0.2 -0.1 0.3 -0.65
H 4.86421 -0.65763 4.19038 0.1 0.1 -0.2 0.36
H 4.80859 -1.85717 3.25159 0.0 0.2 -0.2 0.27
O -2.18153 7.04769 -2.03175 0.1 0.2 0.0 -0.62
H -1.84258 6.89241 -1.14134 0.0 -0.1 -0.1 0.31
H -1.42790 7.42237 -2.50478 0.0 -0.2 0.1 0.27
O 5.63454 1.43385 5.11529 0.2 -0.1 0.2 -0.65
H 5.82251 0.90776 5.90223 0.0 0.1 -0.1 0.32
H 6.46957 1.43592 4.63109 -0.2 -0.1 -0.1 0.32
O -1.80576 4.11820 4.38390 0.0 0.0 0.0 -0.61
H -2.52784 4.60896 3.96756 0.4 -0.1 -0.1 0.39
H -1.94287 3.20903 4.08890 0.0 0.1 0.1 0.28
O 4.58946 -2.61063 -8.17512 0.3 0.0 -0.2 -0.64
H 4.62788 -1.64778 -8.23004 -0.1 -0.1 0.1 0.32
H 5.49974 -2.87035 -7.98789 -0.2 0.0 0.0 0.31
O 1.57694 -4.80134 -5.39384 -0.3 -0.1 0.1 -0.61
H 1.24478 -4.37357 -4.59256 0.1 0.0 0.0 0.33
H 0.97012 -5.53819 -5.53347 0.1 0.1 0.0 0.27
O 5.10235 -3.70365 5.28681 0.2 -0.2 0.1 -0.64
H 5.01643 -3.97669 4.36439 -0.1 0.1 0.1 0.32
H 5.74675 -2.98481 5.25618 -0.2 0.0 -0.2 0.33
O -8.58612 6.41764 0.89710 0.1 -0.1 0.1 -0.66
H -8.35750 6.75560 1.77330 -0.1 0.0 -0.1 0.31
H -8.25968 5.50672 0.90582 0.1 0.1 0.0 0.33
O -8.67182 8.33125 3.61798 -0.1 0.2 0.1 -0.61
H -8.72443 8.46182 4.57232 0.0 -0.1 -0.1 0.31
H -9.01192 9.15603 3.25002 0.1 -0.2 -0.1 0.31
O 6.10022 -5.97080 -1.32884 0.4 -0.4 0.3 -0.62
H 6.28686 -6.49561 -0.53956 -0.1 0.1 -0.1 0.28
H 6.93663 -5.96699 -1.81061 -0.2 0.1 0.0 0.28
O -8.39023 -0.30080 0.93168 -0.4 0.1 -0.3 -0.63
H -9.30662 -0.10586 0.70230 0.1 0.0 0.2 0.28
H -7.92006 -0.25688 0.08469 0.3 0.0 0.1 0.35
O -7.73425 -4.99470 -0.86914 0.1 0.1 0.2 -0.62
H -7.53398 -5.52519 -0.08723 0.2 0.0 -0.2 0.28
H -6.89846 -4.96621 -1.35091 -0.1 0.0 0.0 0.31
O -3.85368 1.64013 4.10179 -0.2 -0.1 -0.2 -0.60
H -3.71361 1.04586 3.35254 0.1 0.1 0.1 0.32
H -4.80267 1.58726 4.26808 0.1 0.1 0.0 0.28
O -6.25021 -7.53255 0.51774 0.3 -0.1 0.0 -0.64
H -5.87683 -8.23628 -0.02783 -0.1 0.1 0.0 0.31
H -5.50118 -7.21997 1.04145 -0.1 0.0 0.0 0.32
O 3.03127 -8.19222 4.16045 0.3 -0.1 0.2 -0.64
H 3.36987 -8.34526 5.05036 -0.2 0.0 -0.1 0.30
H 3.78950 -7.83324 3.67971 -0.1 0.0 0.0 0.34
O -9.18846 -7.94613 0.34481 0.1 0.0 0.1 -0.64
H -9.17772 -6.98310 0.29595 -0.1 -0.2 -0.1 0.30
H -8.26880 -8.18217 0.52943 -0.2 0.2 0.0 0.36
O 1.14255 6.84032 -2.31437 0.2 0.2 -0.1 -0.61
H 1.51150 6.13344 -2.85818 -0.2 0.0 0.1 0.31
H 1.89137 7.14552 -1.78817 -0.1 -0.1 0.0 0.30

***

Entry 3:
39
Properties=species:S:1:pos:R:3:forces:R:3:nbo_charge:R:1 method="wB97M-V/def2-TZVPD" total_charge=-1 e_lumo_ev=0.532 e_homo_ev=-3.58 mol_weight_g_mol=400.3
F -1.95513 2.28737 2.93849 0.9 -0.2 0.3 -0.28
C -0.77443 1.69928 3.18625 -0.7 -0.7 0.2 0.28
C -0.73082 0.40770 3.57043 -1.2 0.7 1.2 0.33
F -1.83905 -0.17059 4.03042 0.3 -0.1 -0.8 -0.27
C 0.51955 -0.30769 3.88048 0.7 -2.4 0.6 0.39
O 0.58030 -1.44540 4.34646 -0.2 2.3 -0.5 -0.42
C 1.74127 0.46291 3.62209 1.4 1.5 0.0 0.32
F 2.93706 -0.17366 3.64617 -1.2 0.5 0.3 -0.29
C 1.68819 1.81256 3.44666 1.0 -0.9 1.5 0.27
F 2.79222 2.57417 3.57047 -0.6 -0.5 -0.6 -0.29
C 0.41983 2.53915 3.27660 -0.6 2.0 -1.0 0.40
O 0.34220 3.76849 3.19010 0.4 -1.8 0.3 -0.48
C 2.40380 1.70635 -1.57722 0.2 0.0 -0.1 -0.30
C 1.15716 1.58152 -2.20291 -0.4 0.0 0.6 -0.21
C 0.04358 1.13409 -1.48107 0.4 0.2 -0.6 -0.25
C 0.17960 0.61043 -0.16405 0.1 -0.7 0.3 0.01
C -0.81678 -0.28390 0.39454 -0.3 1.2 -1.4 -0.51
C -1.96070 -0.58226 -0.51366 -0.3 0.0 0.1 0.61
O -3.13245 -0.34776 -0.24919 0.8 -0.4 -0.5 -0.55
C -1.57825 -1.31289 -1.80698 -0.5 -0.4 -0.5 -0.16
C -0.30598 -1.87591 -2.06683 -0.5 0.4 0.3 -0.16
C -0.07430 -2.57679 -3.25405 -0.1 0.2 0.4 -0.23
C -1.09024 -2.72368 -4.20407 0.0 0.4 0.3 -0.21
C -2.35680 -2.18846 -3.93683 0.2 0.0 0.0 -0.23
C -2.60003 -1.49233 -2.74851 0.2 -0.2 -0.2 -0.17
C -0.73338 -1.28199 1.34058 0.2 -1.6 1.9 0.26
N -0.80281 -2.18731 2.10084 0.2 1.4 -1.6 -0.46
C 1.38919 0.92033 0.49599 0.3 0.0 -0.3 -0.23
C 2.48259 1.44155 -0.20612 -0.2 0.0 -0.1 -0.21
H 3.28665 2.02706 -2.15711 -0.5 -0.1 0.5 0.20
H 1.05344 1.84159 -3.26034 -0.1 0.0 0.4 0.20
H -0.92027 1.11591 -1.99152 0.3 -0.1 0.2 0.21
H 0.49290 -1.70837 -1.32434 -0.5 -0.3 -0.5 0.24
H 0.91353 -3.00833 -3.40275 -0.2 0.1 -0.2 0.21
H -0.87023 -3.20347 -5.15874 -0.2 0.0 0.3 0.20
H -3.16722 -2.31908 -4.65442 0.2 0.1 0.1 0.20
H -3.59446 -1.08451 -2.54042 0.4 -0.1 0.0 0.23
H 1.45881 0.70427 1.55594 0.2 -0.2 -0.9 0.17
H 3.42143 1.63967 0.30859 -0.2 -0.1 0.0 0.20

***

| no. | gap between HOMO and LUMO (eV) |
| --- | --- |
| 1 | 10.284 |
| 2 | 3.353 |
| 3 | 4.111 |